[1]
{
  "formula": "C15H50N2O11",
  "method": "ωB97M-V with the def2-TZVPD basis set",
  "symbols": ["N", "H", "H", "H", "H", "N", "O", "O", "O", "C", "O", "H", "H", "H", "H", "C", "O", "H", "H", "H", "H", "C", "O", "H", "H", "H", "H", "C", "C", "C", "O", "H", "H", "H", "H", "H", "H", "H", "H", "C", "C", "C", "O", "H", "H", "H", "H", "H", "H", "H", "H", "C", "C", "C", "O", "H", "H", "H", "H", "H", "H", "H", "H", "C", "C", "C", "O", "H", "H", "H", "H", "H", "H", "H", "H", "O", "H", "H"],
  "xyz": [[0.701, 1.909, 3.467], [-0.101, 1.946, 4.080], [1.332, 1.216, 3.844], [1.209, 2.746, 3.219], [0.379, 1.498, 2.603], [0.036, -0.288, 0.422], [1.178, -0.697, 0.345], [-0.188, 0.652, 1.172], [-0.834, -0.731, -0.250], [-4.225, -0.999, -0.672], [-3.232, -2.015, -0.672], [-4.708, -0.901, -1.644], [-4.955, -1.146, 0.125], [-3.856, -0.011, -0.394], [-2.355, -1.644, -0.549], [2.748, -1.165, -2.699], [3.140, -1.629, -1.443], [2.767, -0.088, -2.868], [3.191, -1.761, -3.496], [1.682, -1.352, -2.572], [2.544, -1.243, -0.797], [-1.699, -0.810, 4.088], [-0.711, -0.376, 5.003], [-2.474, -0.045, 4.043], [-1.301, -1.125, 3.123], [-2.238, -1.656, 4.515], [-0.001, -1.022, 4.991], [0.545, -4.396, 0.384], [-0.159, -3.736, 1.622], [-1.624, -4.120, 1.813], [0.576, -4.191, 2.731], [0.365, -5.470, 0.341], [1.618, -4.228, 0.292], [0.093, -3.890, -0.469], [-0.113, -2.652, 1.518], [-1.659, -5.193, 2.004], [-2.164, -3.736, 0.948], [-2.025, -3.520, 2.629], [1.436, -4.346, 2.334], [-1.894, 4.288, 0.724], [-2.743, 3.151, 0.205], [-2.188, 2.521, -1.102], [-2.797, 2.190, 1.237], [-1.819, 5.110, 0.012], [-0.858, 4.002, 0.902], [-2.257, 4.651, 1.686], [-3.744, 3.574, 0.121], [-2.838, 1.697, -1.396], [-1.240, 2.013, -0.923], [-1.982, 3.248, -1.888], [-2.005, 1.646, 1.224], [2.850, 2.606, -0.117], [4.271, 3.006, 0.241], [4.645, 4.461, -0.015], [4.476, 2.711, 1.605], [2.717, 2.646, -1.198], [2.177, 3.334, 0.336], [2.475, 1.628, 0.187], [4.988, 2.328, -0.221], [4.724, 4.675, -1.081], [5.626, 4.663, 0.415], [3.938, 5.150, 0.446], [4.528, 1.759, 1.712], [-1.987, -0.625, -5.270], [-1.715, -1.188, -3.873], [-0.814, -2.444, -3.903], [-0.906, -0.298, -3.098], [-1.050, -0.333, -5.745], [-2.520, 0.325, -5.238], [-2.544, -1.321, -5.897], [-2.711, -1.260, -3.434], [-0.795, -2.933, -2.929], [0.182, -2.238, -4.295], [-1.361, -3.185, -4.486], [-0.856, -0.519, -2.166], [3.749, -0.065, 1.691], [2.930, -0.314, 1.262], [4.434, -0.442, 1.139]],
  "multiplicity": 2,
  "homo_ev": [-12.0298, -12.0298],
  "e_above_lowest_kcal_mol": 58.12,
  "orbital_gap_ev": [9.70, 3.21],
  "total_charge": 1
}

---

[2]
{
  "formula": "C15H54O17P2",
  "method": "ωB97M-V with the def2-TZVPD basis set",
  "symbols": ["C", "O", "P", "O", "O", "C", "O", "C", "H", "H", "H", "H", "H", "H", "H", "H", "H", "C", "O", "P", "O", "O", "C", "O", "C", "H", "H", "H", "H", "H", "H", "H", "H", "H", "C", "O", "H", "H", "H", "H", "C", "O", "H", "H", "H", "H", "C", "O", "H", "H", "H", "H", "C", "O", "H", "H", "H", "H", "C", "O", "H", "H", "H", "H", "C", "O", "H", "H", "H", "H", "C", "O", "H", "H", "H", "H", "C", "O", "H", "H", "H", "H", "C", "O", "H", "H", "H", "H"],
  "xyz": [[-5.351, 1.962, 5.300], [-3.969, 1.869, 5.615], [-2.882, 2.631, 4.748], [-3.408, 3.358, 3.601], [-2.071, 3.500, 5.793], [-2.721, 4.651, 6.325], [-1.868, 1.472, 4.446], [-0.589, 1.804, 3.906], [-5.908, 2.213, 6.201], [-5.701, 1.019, 4.878], [-5.570, 2.730, 4.555], [-2.417, 5.542, 5.773], [-2.434, 4.757, 7.368], [-3.810, 4.603, 6.265], [-0.422, 2.873, 3.797], [-0.473, 1.325, 2.931], [0.225, 1.373, 4.492], [1.502, -0.805, -4.048], [1.574, 0.187, -2.985], [1.143, -0.130, -1.525], [1.955, 0.518, -0.490], [-0.359, 0.330, -1.437], [-1.125, -0.220, -0.349], [1.052, -1.700, -1.317], [2.289, -2.398, -1.367], [2.370, -1.452, -3.968], [1.499, -0.255, -4.982], [0.581, -1.378, -3.987], [-1.366, -1.270, -0.519], [-2.023, 0.377, -0.232], [-0.556, -0.202, 0.583], [3.227, -1.847, -1.449], [2.291, -3.012, -2.278], [2.394, -3.141, -0.581], [-0.423, 3.346, 0.364], [0.253, 4.229, -0.531], [-1.413, 3.734, 0.609], [-0.560, 2.412, -0.179], [0.158, 3.113, 1.259], [-0.039, 5.124, -0.345], [-2.190, -2.114, 2.702], [-1.305, -0.995, 2.738], [-3.172, -1.850, 3.101], [-2.309, -2.467, 1.677], [-1.823, -2.972, 3.271], [-0.743, -1.159, 3.499], [-1.387, 2.639, -3.474], [-1.748, 2.893, -4.839], [-1.723, 3.505, -2.912], [-1.857, 1.728, -3.103], [-0.301, 2.558, -3.386], [-1.549, 2.102, -5.344], [2.964, 1.012, 2.479], [3.895, 0.625, 1.488], [2.372, 1.872, 2.144], [2.273, 0.190, 2.711], [3.506, 1.289, 3.381], [3.386, 0.580, 0.668], [3.525, 3.270, -2.572], [3.844, 2.798, -1.256], [3.016, 2.496, -3.149], [2.799, 4.077, -2.396], [4.356, 3.734, -3.091], [3.041, 2.338, -0.979], [1.321, -4.384, -5.036], [1.010, -3.194, -5.751], [2.389, -4.572, -4.920], [0.861, -4.261, -4.057], [0.852, -5.261, -5.492], [1.328, -3.234, -6.655], [0.778, -4.236, 1.220], [1.173, -5.546, 0.832], [0.429, -3.663, 0.366], [-0.047, -4.289, 1.942], [1.587, -3.706, 1.729], [1.839, -5.846, 1.455], [5.179, -3.184, -4.914], [4.632, -3.519, -3.636], [5.135, -2.107, -5.081], [6.190, -3.579, -4.997], [4.539, -3.647, -5.663], [5.060, -2.944, -2.994], [-4.609, -1.353, 0.358], [-5.102, -2.565, 0.894], [-4.118, -1.500, -0.613], [-5.385, -0.605, 0.182], [-3.839, -0.962, 1.021], [-5.125, -3.237, 0.211]],
  "homo_ev": -9.1841,
  "e_above_lowest_kcal_mol": 12.30,
  "orbital_gap_ev": 9.49
}

---

[3]
{
  "formula": "C15H56N14O13",
  "method": "ωB97M-V with the def2-TZVPD basis set",
  "symbols": ["C", "C", "O", "H", "H", "H", "H", "H", "H", "C", "C", "O", "H", "H", "H", "H", "H", "H", "C", "O", "N", "N", "H", "H", "H", "H", "C", "O", "N", "N", "H", "H", "H", "H", "C", "O", "N", "N", "H", "H", "H", "H", "C", "O", "N", "N", "H", "H", "H", "H", "C", "O", "N", "N", "H", "H", "H", "H", "C", "O", "N", "N", "H", "H", "H", "H", "C", "O", "N", "N", "H", "H", "H", "H", "C", "O", "H", "H", "H", "H", "C", "O", "H", "H", "H", "H", "C", "O", "H", "H", "H", "H", "C", "O", "H", "H", "H", "H"],
  "xyz": [[0.878, 0.401, -0.727], [-0.002, 0.231, 0.449], [0.621, 0.762, 1.576], [1.326, 1.408, -0.905], [0.440, 0.010, -1.652], [1.809, -0.180, -0.591], [-0.106, -0.783, 0.707], [-0.968, 0.611, 0.176], [-0.034, 1.202, 2.149], [1.806, -2.850, 4.388], [1.007, -1.804, 3.549], [1.844, -0.668, 3.292], [1.097, -3.689, 4.419], [2.091, -2.419, 5.297], [2.645, -3.210, 3.793], [0.050, -1.576, 4.031], [0.772, -2.304, 2.582], [1.511, -0.371, 2.434], [3.486, 1.665, -2.853], [2.863, 1.798, -4.081], [3.450, 2.578, -1.881], [4.304, 0.700, -2.615], [2.821, 3.377, -2.105], [3.848, 2.537, -0.962], [4.285, -0.123, -3.245], [4.884, 0.625, -1.777], [0.626, -3.405, -2.514], [1.730, -2.593, -2.194], [-0.583, -3.164, -2.142], [0.803, -4.499, -3.175], [-0.840, -2.327, -1.606], [-1.385, -3.797, -2.266], [0.096, -5.218, -3.221], [1.779, -4.631, -3.336], [-2.870, -3.369, 0.308], [-1.845, -2.546, 0.741], [-3.472, -3.131, -0.857], [-3.385, -4.338, 1.045], [-3.116, -2.308, -1.342], [-4.491, -3.356, -1.076], [-2.937, -4.563, 1.947], [-4.077, -5.026, 0.653], [-2.402, 0.431, -2.355], [-2.415, -0.886, -1.942], [-2.743, 1.441, -1.554], [-1.985, 0.792, -3.560], [-3.193, 1.269, -0.661], [-3.007, 2.464, -1.865], [-1.699, 0.050, -4.250], [-2.309, 1.719, -4.002], [-3.776, -0.105, 2.220], [-3.608, 0.524, 1.020], [-3.137, -1.087, 2.741], [-4.715, 0.289, 3.039], [-2.480, -1.568, 2.095], [-3.045, -1.455, 3.753], [-4.948, 1.262, 2.814], [-4.712, 0.052, 3.986], [0.202, 3.549, -2.448], [1.259, 4.397, -2.362], [-0.627, 3.347, -1.498], [-0.079, 2.764, -3.394], [-0.604, 3.907, -0.620], [-1.132, 2.445, -1.390], [0.644, 2.564, -4.065], [-0.729, 1.976, -3.270], [-1.294, 2.008, 3.876], [-2.592, 2.385, 4.059], [-0.379, 2.870, 3.454], [-0.831, 0.870, 4.288], [-0.639, 3.733, 3.052], [0.583, 2.689, 3.379], [-1.456, 0.143, 4.658], [0.177, 0.707, 4.326], [1.049, -0.763, -4.686], [-0.271, -1.238, -4.480], [1.495, -0.340, -3.823], [1.014, 0.126, -5.311], [1.694, -1.531, -5.080], [-0.354, -1.574, -3.602], [3.790, 1.787, 1.115], [4.780, 2.644, 0.534], [2.913, 2.285, 1.492], [4.301, 1.313, 1.986], [3.476, 0.950, 0.514], [5.162, 3.184, 1.186], [3.161, -2.339, 0.836], [3.187, -3.453, 0.021], [3.837, -1.620, 0.382], [3.427, -2.538, 1.864], [2.200, -1.820, 0.819], [2.644, -3.255, -0.722], [-2.324, 3.521, 1.169], [-1.114, 4.157, 1.070], [-2.072, 2.438, 1.154], [-2.974, 3.786, 0.333], [-2.837, 3.988, 2.005], [-1.249, 5.067, 1.266]],
  "homo_ev": -8.3034,
  "e_above_lowest_kcal_mol": 0.00,
  "orbital_gap_ev": 8.30
}